ORCA calculation (ωB97M-V with the def2-TZVPD basis set) on a structure of composition C10H7AsMnN3S5 in a non-equilibrium geometry.

Last column: Mulliken charge in e.
Geometry (Å):
1 As 4.141 -8.624 -1.209  0.3667
2 Mn 3.568 -11.763 -1.879  0.2170
3 S 3.225 -6.701 -1.358  -0.5582
4 S 5.046 -15.717 -0.595  -0.1068
5 S 3.855 -10.673 0.093  -0.4761
6 S 2.973 -9.844 -2.939  -0.4489
7 S 5.926 -8.154 -0.348  -0.4875
8 N 3.113 -14.766 -4.953  -0.3094
9 N 2.814 -12.800 -3.711  -0.1491
10 N 4.758 -13.474 -1.822  -0.4494
11 C 3.441 -14.036 -3.787  0.3508
12 C 5.203 -14.024 -0.687  -0.0888
13 C 0.762 -13.066 -7.407  -0.5869
14 C 1.498 -14.148 -6.876  -0.7271
15 C 1.282 -11.699 -5.349  -0.5117
16 C 2.079 -12.723 -4.940  0.5916
17 C 2.160 -13.929 -5.638  0.4961
18 C 4.129 -14.497 -2.613  0.6663
19 C 4.302 -15.794 -2.210  -0.7005
20 C 0.625 -11.872 -6.609  -0.5103
21 H 5.735 -13.441 0.092  0.4443
22 H 0.074 -11.045 -6.992  0.4096
23 H 3.728 -16.607 -2.551  0.3473
24 H 2.888 -15.760 -4.722  0.3183
25 H 1.436 -15.135 -7.322  0.3425
26 H 0.416 -13.101 -8.414  0.4127
27 H 1.236 -10.729 -4.761  0.1471

The multiplicity is 6. The total energy is -5927.320285 a.u. For the HOMO-LUMO gap (spin up / spin down), the calculation gives 4.0 / 4.2 eV. The calculation puts the HOMO energy (spin up / spin down) at -3.00 / -3.04 eV. The expectation value of S² is 8.795. Its total charge is -1.



ORCA calculation (ωB97M-V with the def2-TZVPD basis set) on an isolated molecule of C10H7BrN2O in a non-equilibrium geometry.

Last column: Mulliken charge in e.
Geometry (Å):
1 Br -2.845 -1.481 1.929  -0.1343
2 O -2.599 1.438 2.530  -0.4795
3 N 3.140 -0.121 -0.005  -0.5110
4 N 0.467 1.687 0.857  -0.3560
5 C -0.001 -2.315 -1.825  -0.3323
6 C 3.162 1.120 0.844  -0.1002
7 C -2.601 0.508 1.553  0.4522
8 C -1.081 -0.061 -0.530  0.1478
9 C 1.472 -1.805 -1.289  -0.3959
10 C 1.719 -0.431 -0.380  0.3910
11 C -2.388 0.873 -0.065  -0.5135
12 C -1.332 -1.414 -1.435  -0.3967
13 C 1.870 2.001 1.293  -0.1884
14 C 0.408 0.447 0.011  0.3540
15 H -0.127 -3.310 -2.455  0.2892
16 H -2.422 -1.731 -1.794  0.2571
17 H 2.429 -2.454 -1.570  0.2818
18 H 2.041 2.944 1.983  0.3065
19 H -2.178 2.026 -0.235  0.2901
20 H -3.360 0.594 -0.655  0.3457
21 H 4.227 1.482 1.237  0.2925

The energy above the lowest of the compared OMol25 structures with the same formula, charge and spin comes out at 198.13 kcal per mole. The total energy is -3143.587042 a.u. Its structure (SMILES) is O=C(Br)Cc1cccc2nccnc12. For the HOMO-LUMO gap, the calculation gives 7.1 eV. The calculation puts the HOMO energy at -8.61 eV.



ORCA calculation (ωB97M-V with the def2-TZVPD basis set) on a structure of composition C10H7N2O5V in a non-equilibrium geometry.

Last column: Mulliken charge in e.
Geometry (Å):
1 V -0.298 0.203 1.033  0.4572
2 O 3.066 0.309 -0.982  0.0489
3 O 0.145 1.128 -1.687  -0.1965
4 O 0.887 -2.189 -1.592  -0.1994
5 O -3.247 -0.642 0.522  -0.0572
6 O -0.446 2.979 2.461  -0.0194
7 N 0.911 -1.012 1.972  -0.0248
8 N -0.788 -2.506 2.582  -0.1719
9 C 2.816 -2.418 3.421  -0.2716
10 C 1.774 -1.523 -2.156  -0.0683
11 C -0.044 0.719 -0.597  0.3233
12 C -0.342 1.962 1.933  0.4383
13 C 3.171 -1.300 2.645  -0.9949
14 C 2.588 -0.579 -1.499  0.7325
15 C 2.217 -0.604 1.911  -0.2357
16 C -2.154 -0.401 0.891  0.4162
17 C 0.537 -2.130 2.647  1.0322
18 C 1.496 -2.823 3.391  -0.7360
19 H -1.449 -2.042 1.947  -0.1268
20 H 1.108 -3.679 3.940  0.4072
21 H 4.203 -0.972 2.646  0.4720
22 H 3.554 -2.986 4.046  0.4517
23 H 2.509 0.255 1.280  0.6258
24 H 2.357 -2.212 -2.647  0.4454
25 H -0.975 -3.338 3.087  0.2521

The multiplicity is 2. The total energy is -1813.592726 a.u. For the HOMO-LUMO gap (spin up / spin down), the calculation gives 4.5 / 4.4 eV. The calculation puts the HOMO energy (spin up / spin down) at -19.62 / -19.60 eV. The expectation value of S² is 1.009. Its total charge is +3.



ORCA calculation (ωB97M-V with the def2-TZVPD basis set) on a structure of composition C10H7N3O6Pb in a non-equilibrium geometry.

Last column: Mulliken charge in e.
Geometry (Å):
1 Pb 0.000 0.000 0.000  3.8967
2 O 0.000 -2.816 1.013  -0.1670
3 O -3.060 -0.083 0.030  -0.1063
4 O -1.586 2.250 1.548  -0.6517
5 O 0.000 -1.118 -2.850  -0.1426
6 O 0.000 3.791 -1.364  -0.1047
7 O 3.060 -0.083 0.030  -0.1813
8 N -1.042 2.156 3.730  0.0370
9 N -0.007 0.728 2.082  -0.3526
10 N 1.709 -0.885 2.912  -0.2724
11 C -1.910 -0.014 0.005  -0.3196
12 C 0.000 2.724 -0.980  0.2128
13 C 0.762 0.166 3.101  1.1197
14 C 0.621 0.614 4.414  -1.0194
15 C 0.000 -1.727 0.621  -0.4746
16 C -2.012 3.182 4.132  -0.9918
17 C 0.000 -0.660 -1.793  -0.3912
18 C 1.910 -0.014 0.005  -0.5048
19 C -0.289 1.601 4.711  -0.2079
20 C -0.900 1.739 2.416  0.4078
21 H 1.940 -1.327 2.025  0.0309
22 H 1.208 0.180 5.216  0.4011
23 H -1.483 4.030 4.615  0.3660
24 H -2.596 3.574 3.274  0.3093
25 H -0.396 1.917 5.743  0.4768
26 H -2.730 2.746 4.861  0.3775
27 H 2.233 -1.257 3.718  0.2522

The energy above the lowest of the compared OMol25 structures with the same formula, charge and spin comes out at 86.73 kcal per mole. The total energy is -1192.685738 a.u. For the HOMO-LUMO gap (spin up / spin down), the calculation gives 5.7 / 5.8 eV. The calculation puts the HOMO energy (spin up / spin down) at -14.79 / -14.82 eV. Its total charge is +2.



ORCA calculation (ωB97M-V with the def2-TZVPD basis set) on a cluster of 2 separate species, C10H7NO in total in a non-equilibrium geometry.

Last column: Mulliken charge in e.
Geometry (Å):
1 O -3.222 0.794 -0.698  -0.3779
2 N -0.333 -0.491 -0.692  -0.4234
3 C 0.581 -1.456 -0.728  -0.3081
4 C -0.044 2.770 1.234  -0.2147
5 C -0.141 0.626 -0.029  0.3909
6 C 1.960 -0.247 0.779  -0.5933
7 C -3.439 -0.200 -0.096  -0.1355
8 C 1.034 0.772 0.763  1.0555
9 C 1.024 2.072 1.391  -0.7658
10 C 1.723 -1.364 0.070  -0.3482
11 C -1.042 1.689 0.196  0.2187
12 C -1.378 2.788 0.760  -0.8770
13 H -2.658 -1.034 -0.074  0.2091
14 H 0.374 -2.373 -1.338  0.3567
15 H 2.823 -0.155 1.333  0.5143
16 H -4.384 -0.186 0.527  0.2744
17 H 1.890 2.526 1.924  0.3042
18 H 2.478 -2.101 0.204  0.3714
19 H -2.238 3.429 1.015  0.3490

The energy above the lowest of the compared OMol25 structures with the same formula, charge and spin comes out at 126.02 kcal per mole. The total energy is -515.047679 a.u. Its structure (SMILES) is c1cnc2c3cc-3cc2c1.C=O. For the HOMO-LUMO gap, the calculation gives 8.5 eV. The calculation puts the HOMO energy at -8.28 eV.



ORCA calculation (ωB97M-V with the def2-TZVPD basis set) on a structure of composition C10H8AlCl3F5N2O5S2 in a non-equilibrium geometry.

Last column: Mulliken charge in e.
Geometry (Å):
1 Cl 13.643 -1.484 14.438  -0.2573
2 Cl 12.406 -3.450 9.508  -0.2062
3 Cl 8.557 -2.795 13.177  -0.2247
4 S 10.005 -6.340 7.766  1.0187
5 S 10.471 -4.685 6.583  -0.4524
6 Al 9.907 -3.763 8.755  0.8175
7 F 8.146 -1.320 9.447  -0.2063
8 F 9.169 -1.773 6.893  -0.2847
9 F 9.151 0.371 8.490  -0.3196
10 F 11.166 -1.316 7.650  -0.3413
11 F 10.137 -0.712 10.095  -0.2119
12 O 10.936 -7.433 7.613  -0.6384
13 O 10.147 -5.654 9.119  -0.4053
14 O 9.670 -3.431 10.578  -0.2550
15 O 8.023 -3.923 8.573  -0.0415
16 O 8.586 -6.675 7.588  -0.5756
17 N 6.410 -5.456 8.726  -0.2084
18 N 6.959 -4.479 6.623  -0.4443
19 C 7.170 -4.612 7.986  0.0108
20 C 11.165 -2.199 13.654  -0.7266
21 C 10.581 -3.033 11.426  -1.0363
22 C 12.913 -2.465 12.001  -0.9162
23 C 10.225 -2.669 12.751  0.5382
24 C 9.339 -0.867 9.015  0.5951
25 C 11.953 -2.942 11.106  1.2960
26 C 6.858 -5.837 10.076  -0.7270
27 C 12.493 -2.084 13.272  0.4849
28 C 9.946 -1.825 8.031  0.2421
29 H 7.609 -6.622 10.013  0.2525
30 H 7.833 -4.157 6.213  0.3034
31 H 5.992 -6.181 10.642  0.3696
32 H 7.290 -4.963 10.551  0.1799
33 H 10.831 -1.913 14.641  0.4096
34 H 13.960 -2.427 11.734  0.4318
35 H 6.664 -5.338 6.187  0.3121
36 H 5.825 -6.105 8.221  0.2170

The total energy is -3790.660125 a.u. For the HOMO-LUMO gap, the calculation gives 8.3 eV. The calculation puts the HOMO energy at -5.62 eV. Its total charge is -1.



ORCA calculation (ωB97M-V with the def2-TZVPD basis set) on a structure of composition C10H8BrCl3N2O2PdS3SbSi.

Last column: Mulliken charge in e.
Geometry (Å):
1 Sb 3.267 3.535 -1.539  0.3331
2 Pd 0.552 2.526 -0.064  0.5755
3 Br 1.489 -7.067 -0.152  -0.2476
4 Cl 0.195 4.382 1.571  -0.5371
5 Cl -1.293 0.981 2.561  -0.4428
6 Cl 1.675 1.327 3.605  -0.3350
7 S 3.669 5.656 -0.778  -0.7596
8 S 0.969 3.491 -2.354  -0.7085
9 S 2.697 1.950 0.564  -0.5070
10 Si 0.684 1.261 1.771  0.4679
11 O 0.287 -0.352 -0.792  -0.6718
12 O 0.885 -0.469 1.390  -0.1301
13 N -1.563 2.523 -0.466  0.4342
14 N -3.477 1.902 -1.310  -0.0764
15 C 0.639 -3.114 -1.062  -0.3713
16 C -2.139 1.710 -1.309  -0.6347
17 C 1.288 -3.173 1.259  -0.3210
18 C -3.753 2.902 -0.399  -0.4615
19 C 1.476 -4.544 1.175  -0.5028
20 C -2.552 3.273 0.119  -0.5976
21 C 0.639 -0.950 0.203  0.7546
22 C 0.823 -4.484 -1.158  -0.4755
23 C 0.866 -2.458 0.143  -0.0910
24 C 1.238 -5.178 -0.033  0.1801
25 H -1.621 1.001 -1.933  0.4342
26 H 0.327 -2.528 -1.915  0.4307
27 H -4.755 3.243 -0.212  0.3883
28 H 1.804 -5.112 2.034  0.4024
29 H 1.464 -2.645 2.185  0.4705
30 H -2.292 4.012 0.858  0.4121
31 H -4.139 1.402 -1.872  0.1873
32 H 0.651 -5.003 -2.092  0.4005

The energy above the lowest of the compared OMol25 structures with the same formula, charge and spin comes out at 40.58 kcal per mole. The multiplicity is 2. The total energy is -6452.986794 a.u. For the HOMO-LUMO gap (spin up / spin down), the calculation gives 4.0 / 4.0 eV. The calculation puts the HOMO energy (spin up / spin down) at -0.65 / -0.63 eV. The expectation value of S² is 0.756. Its total charge is -2.



ORCA calculation (ωB97M-V with the def2-TZVPD basis set) on a structure of composition C10H8BrCl3N2O2PdS3SbSi.

Last column: Mulliken charge in e.
Geometry (Å):
1 Sb 0.195 -5.500 0.045  0.4438
2 Pd 0.234 -2.025 0.800  0.7770
3 Br 0.341 6.747 0.205  -0.2659
4 Cl 1.658 -2.507 3.957  -0.4156
5 Cl -1.430 -2.451 3.838  -0.4100
6 Cl 0.064 -5.359 3.778  -0.3867
7 S 0.304 -5.004 -2.208  -0.8031
8 S 1.749 -3.927 1.171  -0.5741
9 S -1.378 -3.883 1.053  -0.5679
10 Si 0.134 -3.487 2.750  0.6505
11 O 1.388 -0.013 0.744  -1.0133
12 O -0.827 0.015 0.710  -0.9919
13 N -0.062 0.409 -2.585  -0.5953
14 N -0.320 -1.773 -2.291  0.2727
15 C -0.885 4.174 0.303  -0.5781
16 C 0.326 4.842 0.355  0.2480
17 C 0.286 0.588 0.687  1.3049
18 C -0.887 2.791 0.415  -0.2273
19 C 0.547 -0.732 -2.345  -0.2331
20 C 1.503 2.788 0.620  -0.1778
21 C -1.566 -1.259 -2.508  -0.1764
22 C 1.526 4.171 0.512  -0.5542
23 C -1.390 0.084 -2.686  -0.5601
24 C 0.303 2.093 0.575  0.0338
25 H 1.605 -0.852 -2.179  0.4254
26 H -2.443 -1.881 -2.492  0.4094
27 H -1.807 4.725 0.174  0.3913
28 H -1.807 2.224 0.374  0.4075
29 H -0.092 -2.773 -2.194  -0.0174
30 H 2.457 4.719 0.545  0.3926
31 H -2.143 0.837 -2.858  0.3938
32 H 2.416 2.219 0.737  0.3977

The energy above the lowest of the compared OMol25 structures with the same formula, charge and spin comes out at 0.00 kcal per mole. The multiplicity is 2. The total energy is -6453.051457 a.u. For the HOMO-LUMO gap (spin up / spin down), the calculation gives 5.5 / 5.8 eV. The calculation puts the HOMO energy (spin up / spin down) at -1.83 / -2.20 eV. The expectation value of S² is 0.755. Its total charge is -2.